(1)
ORCA calculation (ωB97M-V/def2-TZVPD) on a molecular structure, C22H44N2OsSi4 in a non-equilibrium geometry.

Values from the calculation:
charge = +2
relative energy (zero: lowest compared OMol25 entry of this formula, charge and spin) = 0.00 kcal/mol
multiplicity = 5
LUMO level (spin up / spin down) = -6.961 / -8.753 eV
gap between HOMO and LUMO (spin up / spin down) = 5.83 / 6.05 eV
<S²> = 6.024
E_tot = -2222.24923 Ha

Each line ends with the Löwdin spin population.
Element x y z (Å)
C1 4.239 0.007 -0.852  0.015
C2 4.653 -1.082 0.131  0.006
H1 4.545 -0.278 -1.864  0.000
H2 4.748 0.945 -0.605  0.001
H3 3.164 0.202 -0.889  0.019
H4 4.027 -1.972 0.060  0.001
H5 5.678 -1.394 -0.084  0.002
H6 4.637 -0.733 1.168  0.001
C3 -0.553 -0.679 -3.188  0.047
C4 -1.441 -0.828 -4.248  0.004
C5 -2.319 -1.908 -4.258  0.022
C6 -2.238 -2.866 -3.253  0.004
H7 0.180 0.140 -3.120  0.009
H8 -1.438 -0.061 -5.021  0.000
H9 -3.058 -1.975 -5.047  0.001
H10 -2.922 -3.707 -3.173  0.000
N1 -0.563 -1.558 -2.158  0.098
C7 -1.311 -2.695 -2.208  0.028
C8 -1.166 -3.554 -1.043  0.032
N2 -0.337 -3.060 -0.075  0.050
C9 -0.158 -3.776 1.070  0.032
C10 -1.800 -5.399 0.399  0.030
C11 -0.923 -4.902 1.362  -0.003
H11 0.595 -3.408 1.761  0.002
H12 -0.765 -5.365 2.325  0.000
C12 -1.904 -4.728 -0.815  -0.001
H13 -2.543 -5.067 -1.636  0.000
H14 -2.389 -6.284 0.614  0.001
Os1 0.230 -1.022 -0.271  2.355
C13 1.753 -1.380 0.867  0.178
H15 2.158 -2.248 0.302  0.034
H16 1.461 -1.738 1.856  0.036
H17 2.526 -0.600 0.938  0.040
C14 -3.106 -0.942 0.146  0.026
Si1 -1.611 -0.269 1.138  0.103
C15 -2.269 1.463 1.695  0.081
C16 -1.502 -1.200 2.796  0.019
Si2 0.310 1.194 0.177  0.418
Si3 -0.550 2.822 -1.275  0.103
C17 -0.900 4.455 -0.384  0.021
C18 0.818 3.049 -2.547  0.020
C19 -2.178 2.219 -2.021  0.011
Si4 1.464 2.201 1.981  0.073
C20 0.525 3.632 2.787  0.011
C21 1.764 0.885 3.303  0.011
C22 3.066 2.813 1.194  0.018
H18 -4.017 -0.572 0.647  0.004
H19 -3.156 -2.043 0.138  0.000
H20 -3.122 -0.584 -0.896  0.000
H21 -3.203 1.253 2.241  0.014
H22 -1.592 1.998 2.377  0.001
H23 -2.518 2.138 0.861  0.001
H24 -1.161 -2.238 2.691  0.000
H25 -0.852 -0.694 3.521  0.000
H26 -2.523 -1.230 3.205  0.002
H27 0.023 4.933 -0.032  0.000
H28 -1.390 5.143 -1.087  0.004
H29 -1.570 4.326 0.476  0.000
H30 0.984 2.144 -3.146  0.000
H31 0.528 3.862 -3.229  0.004
H32 1.771 3.322 -2.072  0.000
H33 -2.062 1.312 -2.629  0.000
H34 -2.944 2.020 -1.260  0.000
H35 -2.556 3.020 -2.673  0.002
H36 -0.333 3.286 3.377  0.000
H37 1.217 4.136 3.480  0.002
H38 0.173 4.378 2.066  0.000
H39 2.311 0.010 2.934  0.001
H40 2.361 1.348 4.103  0.002
H41 0.826 0.525 3.744  0.000
H42 3.719 1.996 0.861  0.000
H43 2.873 3.461 0.328  0.000
H44 3.616 3.404 1.940  0.003

---

(2)
ORCA calculation (ωB97M-V/def2-TZVPD) on 6 unconnected molecules or ions with the total composition C22H44N3O24S5 in a non-equilibrium geometry.

Values from the calculation:
charge = +1
LUMO level = -4.227 eV
gap between HOMO and LUMO = 7.73 eV
E_tot = -4824.86098 Ha

Each line ends with the Mulliken charge.
Element x y z (Å)
C1 2.810 4.249 0.718  -0.063
C2 3.525 3.151 0.149  -0.336
C3 3.867 1.612 -0.371  -0.644
N1 3.021 0.533 0.251  0.371
C4 1.548 0.683 0.028  -0.379
O1 0.965 -0.232 -0.988  -0.140
C5 1.652 -0.117 -2.282  -0.296
O2 0.692 -0.410 -3.399  -0.368
C6 0.213 0.916 -3.845  -0.069
C7 -1.332 0.792 -4.476  0.017
O3 -1.215 0.540 -5.921  -0.545
C8 3.408 0.196 1.669  0.096
N2 4.138 1.163 2.627  -0.419
N3 3.186 -1.073 2.219  -0.202
C9 2.517 -2.217 1.491  -0.053
C10 1.227 -2.676 2.399  -0.857
C11 -0.218 -2.626 1.628  0.160
C12 -1.375 -2.450 2.820  -0.418
O4 -2.586 -1.738 2.311  -0.532
H1 2.151 5.077 1.270  0.335
H2 4.984 1.412 0.004  0.417
H3 3.949 1.546 -1.561  0.420
H4 1.011 0.384 1.052  0.205
H5 1.160 1.753 -0.234  0.186
H6 2.478 -0.956 -2.307  0.173
H7 2.094 0.939 -2.525  0.283
H8 0.885 1.412 -4.672  0.213
H9 0.098 1.699 -2.953  0.021
H10 -1.855 -0.105 -3.937  -0.113
H11 -1.945 1.774 -4.269  0.268
H12 -2.069 0.118 -6.241  0.328
H13 4.242 0.740 3.574  0.285
H14 5.091 1.355 2.226  0.298
H15 3.504 -1.278 3.214  0.319
H16 2.288 -2.026 0.361  0.016
H17 3.276 -3.139 1.517  0.374
H18 1.460 -3.723 2.923  0.342
H19 1.145 -1.906 3.307  0.321
H20 -0.324 -1.785 0.820  -0.020
H21 -0.417 -3.717 1.184  0.211
H22 -0.993 -1.809 3.731  0.224
H23 -1.720 -3.487 3.268  0.272
H24 -2.897 -2.160 1.452  0.283
C13 -0.330 7.363 -0.878  -0.332
C14 -1.720 6.792 -0.611  -0.372
O5 -1.829 5.659 -1.470  -0.323
S1 -0.354 4.986 -1.649  1.192
O6 -0.246 3.881 -0.723  -0.530
O7 -0.078 4.860 -3.061  -0.594
O8 0.519 6.231 -1.059  -0.278
H25 -0.316 7.951 -1.801  0.294
H26 0.029 7.979 -0.049  0.324
H27 -2.514 7.512 -0.821  0.327
H28 -1.811 6.442 0.423  0.261
C15 -2.828 -3.074 -3.975  0.509
C16 -3.669 -3.532 -2.786  -0.260
O9 -4.861 -2.752 -2.850  -0.342
S2 -5.204 -2.434 -4.413  1.086
O10 -6.184 -3.397 -4.864  -0.533
O11 -5.374 -1.008 -4.562  -0.545
O12 -3.756 -2.852 -5.035  -0.316
H29 -2.324 -2.126 -3.759  -0.314
H30 -2.086 -3.822 -4.267  0.199
H31 -3.160 -3.380 -1.832  0.235
H32 -3.950 -4.586 -2.885  0.365
C17 -6.088 -2.486 5.177  -0.345
C18 -5.006 -3.056 4.263  -0.077
O13 -4.708 -4.344 4.795  -0.285
S3 -6.060 -4.969 5.460  1.068
O14 -6.670 -5.855 4.494  -0.535
O15 -5.760 -5.369 6.815  -0.528
O16 -6.929 -3.591 5.506  -0.306
H33 -5.655 -2.100 6.106  0.300
H34 -6.667 -1.697 4.690  0.320
H35 -4.110 -2.431 4.239  0.181
H36 -5.383 -3.190 3.243  0.204
C19 1.579 -6.700 -3.893  -0.397
C20 1.600 -5.208 -4.211  -0.313
O17 0.237 -4.795 -4.158  -0.265
S4 -0.546 -5.695 -3.046  0.991
O18 -0.597 -4.944 -1.811  -0.405
O19 -1.717 -6.270 -3.666  -0.537
O20 0.582 -6.861 -2.885  -0.306
H37 1.275 -7.285 -4.768  0.294
H38 2.546 -7.060 -3.534  0.324
H39 2.029 -4.997 -5.194  0.349
H40 2.152 -4.650 -3.447  0.223
C21 4.797 5.691 4.061  -0.204
C22 5.798 6.842 4.126  -0.353
O21 5.395 7.744 3.098  -0.315
S5 3.774 7.673 2.935  1.126
O22 3.197 8.765 3.687  -0.546
O23 3.465 7.423 1.547  -0.504
O24 3.537 6.296 3.776  -0.308
H41 5.038 5.005 3.242  0.177
H42 4.748 5.133 4.999  0.319
H43 6.826 6.509 3.966  0.315
H44 5.730 7.368 5.083  0.302

---

(3)
ORCA calculation (ωB97M-V/def2-TZVPD) on 6 unconnected molecules or ions with the total composition C22H44O10 in a non-equilibrium geometry.

Values from the calculation:
relative energy (zero: lowest compared OMol25 entry of this formula, charge and spin) = 0.00 kcal/mol
LUMO level = 0.482 eV
gap between HOMO and LUMO = 9.97 eV
SMILES = COC(=O)OC.COC(=O)OC.C1CCOC1.C1CCOC1.C1CCOC1.C1CCOC1
E_tot = -1616.91834 Ha

Each line ends with the Mulliken charge.
Element x y z (Å)
C1 8.616 14.577 8.194  -0.654
O1 9.005 13.285 7.647  -0.332
C2 10.018 12.598 8.024  0.724
O2 10.814 12.976 8.803  -0.549
O3 9.963 11.425 7.370  -0.224
C3 11.166 10.637 7.399  -0.205
H1 7.853 15.021 7.554  0.224
H2 9.437 15.286 8.303  0.301
H3 8.187 14.393 9.178  0.302
H4 11.241 10.118 8.355  0.333
H5 12.036 11.294 7.393  0.389
H6 11.222 9.976 6.534  -0.266
C4 11.398 4.427 3.988  -0.407
O4 11.418 4.868 5.346  -0.359
C5 12.151 5.947 5.732  0.741
O5 12.740 6.651 4.938  -0.494
O6 12.142 6.080 7.132  -0.353
C6 12.903 7.088 7.696  -0.235
H7 11.165 5.290 3.364  -0.005
H8 10.707 3.614 3.762  0.361
H9 12.364 4.047 3.654  0.358
H10 12.679 8.038 7.211  -0.118
H11 13.931 6.732 7.767  0.309
H12 12.620 7.313 8.724  0.274
C7 11.318 4.170 0.369  -0.323
C8 10.348 5.297 0.587  -0.047
C9 9.520 5.235 -0.710  -0.519
O7 9.440 3.886 -1.058  -0.425
C10 10.560 3.152 -0.476  -0.488
H13 11.644 3.784 1.335  0.046
H14 12.173 4.505 -0.219  0.323
H15 10.918 6.225 0.635  0.024
H16 9.807 5.303 1.533  0.292
H17 10.044 5.835 -1.454  0.274
H18 8.530 5.684 -0.626  0.324
H19 11.223 2.772 -1.254  0.278
H20 10.296 2.301 0.153  0.298
C11 4.269 7.099 4.221  -0.553
C12 4.512 8.480 4.781  -0.076
C13 3.155 9.084 4.945  -0.563
O8 2.435 8.549 3.897  -0.396
C14 2.735 7.206 3.800  -0.433
H21 4.387 6.447 5.087  0.232
H22 4.947 6.744 3.445  0.305
H23 5.109 9.073 4.088  -0.075
H24 4.929 8.429 5.787  0.352
H25 3.208 10.172 4.952  0.343
H26 2.738 8.848 5.923  0.291
H27 2.608 6.824 2.787  0.293
H28 2.092 6.596 4.435  0.278
C15 14.810 10.019 3.816  -0.639
C16 13.888 10.944 3.046  -0.164
C17 13.383 11.907 4.130  -0.381
O9 13.846 11.327 5.354  -0.480
C18 14.139 9.942 5.223  0.360
H29 15.834 10.363 3.958  0.300
H30 14.840 8.998 3.436  0.342
H31 13.030 10.476 2.562  -0.078
H32 14.431 11.379 2.207  0.366
H33 12.299 12.022 4.143  0.158
H34 13.743 12.930 4.029  0.331
H35 13.267 9.291 5.295  -0.429
H36 14.773 9.450 5.961  0.347
C19 10.370 9.219 3.896  1.442
C20 8.960 9.563 4.201  -0.366
C21 8.438 10.000 2.837  -0.645
O10 9.035 9.102 1.916  -0.480
C22 10.185 8.560 2.525  -0.301
H37 10.834 8.563 4.633  -0.610
H38 11.074 10.044 3.784  -0.737
H39 8.784 10.365 4.918  0.320
H40 8.424 8.673 4.532  0.254
H41 8.877 10.961 2.567  0.269
H42 7.366 10.161 2.721  0.376
H43 11.115 8.636 1.963  0.379
H44 9.972 7.512 2.739  -0.102